This record from the Open Molecules 2025 dataset describes 2 unconnected molecules or ions with the total composition C4H8N2 in a non-equilibrium geometry. The level of theory is ωB97M-V/def2-TZVPD.

The geometry in XYZ format:
```
14
Properties=species:S:1:pos:R:3:forces:R:3
C -1.4573 0.5062 0.9631 0.11 0.07 0.06
N -0.5789 -0.4478 0.7397 0.04 -0.07 -0.01
C 0.5880 -0.4235 0.0595 -0.08 0.09 0.10
C 1.1907 0.8726 -0.3779 -0.01 0.01 -0.05
C 1.2643 -1.6557 -0.0763 0.44 -0.85 -0.07
N 1.8206 -2.6705 -0.2096 -0.51 0.93 0.14
H -1.2416 1.5183 0.6542 0.00 -0.14 0.08
H -2.3875 0.2448 1.4445 0.18 0.00 0.01
H -1.6301 0.1717 -1.4888 0.02 -0.02 -0.18
H -0.8504 -1.3734 1.0603 0.03 0.09 -0.09
H -1.0035 -0.1717 -1.7175 -0.12 0.03 -0.12
H 1.9020 0.6961 -1.1887 -0.07 0.01 0.16
H 0.4317 1.5691 -0.7549 0.08 -0.15 0.04
H 1.7265 1.3703 0.4424 -0.10 0.00 -0.07
```
Positions in Å, forces in eV/Å.

The net charge is 0. For the calculated total energy, the calculation gives -7254.9677 eV. The calculation puts the relative energy (zero: lowest compared OMol25 entry of this formula, charge and spin) at 2.908 eV. The HOMO energy (alpha / beta) comes out at -7.61 / -7.61 eV. The LUMO energy (alpha / beta) is 0.01946 / 0.01944 Eh. The calculation puts the strongest force on any atom at 1.068 eV/Å. The spin multiplicity is 1.

Here is what Mulliken gives for the atomic charges, in e: atom 1 (C): -0.549, atom 2 (N): -0.097, atom 3 (C): 0.465, atom 4 (C): -1.234, atom 5 (C): 0.121, atom 6 (N): -0.474, atom 7 (H): 0.289, atom 8 (H): 0.238, atom 9 (H): 0.028, atom 10 (H): 0.219, atom 11 (H): -0.019, atom 12 (H): 0.352, atom 13 (H): 0.349, atom 14 (H): 0.312